Computed, not measured: a structure of composition C35H37NO3P2Pt at a distorted geometry, with ωB97M-V/def2-TZVPD.

* energy above the lowest of the compared OMol25 structures with the same formula, charge and spin: 7.845 eV
* spin multiplicity: 3
* energy: -66335.22402 eV
* total charge: 0

Each line ends with the Mulliken charge.
Geometry (Å):
H  0.1048  -3.4603  2.1848  0.3604
H  0.1645  -0.3630  -4.1207  0.1701
C  0.7860  -2.8943  -0.6238  -0.3869
C  -0.9113  -1.9519  1.1205  0.8837
H  0.7598  -4.8235  0.3861  0.5074
C  0.5512  1.8068  1.4162  -2.5431
H  2.3162  -0.6497  1.0899  0.6748
H  0.9059  2.2577  0.4867  0.7956
C  3.2986  -1.4593  -2.0875  -0.7604
C  -3.3779  2.9309  2.3026  -0.3436
C  0.9274  0.4176  -4.1305  -0.3826
O  2.9267  1.8815  -0.0814  -0.3801
C  -1.7223  0.4614  2.8142  -0.1612
H  1.8262  -3.1110  -0.7471  0.3128
P  0.7847  -0.0948  -1.5022  -0.0083
H  0.3808  0.8221  3.3223  0.4359
C  -1.9789  -1.7037  0.1999  -0.0643
C  4.6429  -2.6335  -0.4697  -0.6533
H  3.7756  3.0556  -4.1649  0.4693
C  -2.4533  3.6515  0.1532  -0.3459
H  3.0519  2.0531  -2.0363  0.7733
H  4.9055  -2.7934  -2.6025  0.4201
C  -4.1403  4.9604  1.2770  -0.4347
H  -1.7652  3.4721  -0.6711  0.4045
C  -1.1903  -2.5797  -2.0884  -1.5737
C  -2.2697  -2.5577  -0.9823  -1.3716
H  -4.8036  5.8159  1.2864  0.3740
H  -3.3986  2.2375  3.1368  0.3598
C  3.9012  -2.0720  0.5830  -1.0698
C  2.3251  1.9579  -5.3477  -0.5158
H  -0.6852  -4.5005  -0.5564  0.2233
C  4.3400  -2.3411  -1.8015  -0.8617
C  -1.8810  0.6244  -0.6542  -1.1142
H  -3.8123  -0.1711  2.6180  0.4896
O  4.6168  3.3023  -0.0835  -0.6646
C  -0.5788  -3.4152  1.3279  -1.2834
C  -0.5755  0.4188  3.6632  -0.2435
N  3.7383  2.6822  0.5328  0.7855
H  -1.3275  0.3846  -2.7032  0.6453
C  0.2035  -2.0802  -1.6481  -0.1116
C  2.9505  2.3374  -4.1612  -0.7183
C  -2.9624  -0.7756  4.5060  -0.9606
H  0.4038  -0.6211  5.2392  0.4588
H  -3.9043  -1.1831  4.8809  0.4206
C  1.4969  0.8341  -2.9295  0.5284
Pt  0.3231  -0.5010  0.7251  2.7749
H  -1.5461  -2.0274  -2.9640  0.3358
H  5.4633  -3.3082  -0.2300  0.3669
C  -4.2252  4.0320  2.3254  -0.8645
H  1.5157  1.7912  1.9690  0.6803
H  0.9132  0.5808  -6.2609  0.4245
H  0.7970  -1.9440  -2.5784  1.1816
H  -1.7677  -1.4559  6.1710  0.4241
H  -3.2190  -2.2373  -1.4612  0.4354
H  -2.8082  -1.1547  0.6149  0.7160
O  3.6364  2.8039  1.7761  -0.6826
C  -0.5647  -0.4094  4.7733  -0.8335
H  -2.9515  0.5875  -0.9112  0.3808
C  1.3464  0.9635  -5.3415  -0.9741
P  -1.5256  1.2045  1.1245  1.1418
C  0.0745  -4.0173  0.0681  -1.2228
H  -0.1505  2.4848  1.9542  0.5664
C  2.9035  -1.1331  0.2819  -0.2172
C  2.5417  1.7742  -2.9544  -0.4775
C  -3.2656  4.7839  0.1856  -0.8026
C  -1.7744  -0.9344  5.2262  -0.5403
H  -3.2256  5.5050  -0.6363  0.4092
C  -2.9196  -0.1522  3.2547  -0.1591
H  -2.4553  -3.5972  -0.6368  0.3114
H  3.0286  -1.3009  -3.1214  0.4021
H  -1.5026  -3.9449  1.5888  0.4138
H  -1.0418  -3.6234  -2.4101  0.5710
C  -2.4883  2.7453  1.2334  0.2391
H  4.0693  -2.3430  1.6325  0.4185
H  -4.9259  4.1551  3.1593  0.4141
H  -0.8475  -1.4783  2.1066  -0.5222
C  2.6153  -0.8562  -1.0447  0.6816
H  2.6106  2.4241  -6.2826  0.3739
C  -0.9804  0.4530  -1.6708  0.0929

Forces on atoms 1 to 3 (eV/Å):
-0.05 -0.26 -0.21
0.09 0.17 -0.18
1.31 -2.00 -0.70